[1]
This record from the Open Molecules 2025 dataset describes one molecule with the formula C16H23NO4S. The level of theory is wB97M-V/def2-TZVPD.

Its SMILES is CCCCOc1ccc(NC(=O)CSCC(=O)OCC)cc1. The lowest unoccupied orbital energy is 0.57 eV. Its gap between HOMO and LUMO is 8.56 eV. Its max |F| is 0.6 eV Å⁻¹. The HOMO energy comes out at -7.99 eV. The value obtained for the relative energy (zero: lowest compared OMol25 entry of this formula, charge and spin) is 0.1147 eV.

```
45
C16H23NO4S | the Open Molecules 2025 dataset | wB97M-V/def2-TZVPD
C 6.652 0.021 1.046
C 5.424 -0.878 1.145
C 4.457 -0.705 -0.025
C 3.801 0.679 -0.054
O 2.819 0.787 -1.065
C 1.609 0.186 -0.901
C 0.763 0.229 -2.012
C -0.495 -0.326 -1.959
C -0.951 -0.939 -0.792
N -2.242 -1.479 -0.795
C -2.950 -1.985 0.241
O -2.553 -2.148 1.374
C -4.367 -2.371 -0.166
S -5.325 -0.922 -0.724
C -5.418 0.033 0.826
C -4.516 1.250 0.821
O -4.885 2.348 1.141
O -3.278 0.939 0.451
C -2.313 1.996 0.429
C -2.307 2.704 -0.916
C -0.113 -0.987 0.313
C 1.154 -0.430 0.261
H 7.348 -0.207 1.850
H 7.161 -0.135 0.098
H 6.377 1.069 1.123
H 5.749 -1.920 1.170
H 4.900 -0.674 2.082
H 3.672 -1.462 0.043
H 4.984 -0.861 -0.968
H 3.381 0.928 0.928
H 4.538 1.442 -0.317
H 1.121 0.708 -2.909
H -1.134 -0.289 -2.831
H -2.754 -1.337 -1.656
H -4.884 -2.836 0.673
H -4.356 -3.056 -1.014
H -6.449 0.356 0.963
H -5.121 -0.632 1.636
H -1.356 1.509 0.623
H -2.551 2.701 1.231
H -2.088 1.997 -1.712
H -3.276 3.163 -1.101
H -1.545 3.478 -0.914
H -0.455 -1.457 1.220
H 1.771 -0.487 1.142
```



[2]
This record from the Open Molecules 2025 dataset describes an isolated ion of composition C7H13N3 and charge +2. The level of theory is wB97M-V/def2-TZVPD.

Its total charge is +2. The lowest unoccupied orbital energy (spin up / spin down) is -8.35 / -11.95 eV. Its gap between HOMO and LUMO (spin up / spin down) is 7.02 / 7.22 eV. The spin multiplicity is 3. Its max |F| is 4.0 eV Å⁻¹. The expectation value of S² is 2.010. The HOMO energy (spin up / spin down) comes out at -15.37 / -19.17 eV. The value obtained for the relative energy (zero: lowest compared OMol25 entry of this formula, charge and spin) is 0.0000 eV.

```
23
C7H13N3 | the Open Molecules 2025 dataset | wB97M-V/def2-TZVPD
C -1.816 -1.082 -0.026
C -2.338 0.117 0.411
C -0.412 -1.350 0.083
C 1.884 -0.598 0.464
C -1.283 1.116 0.883
C 0.094 1.046 0.165
C -0.005 1.500 -1.267
N 0.548 -0.359 0.373
N -0.151 -2.586 -0.303
N 2.845 0.302 0.202
H -2.529 -1.938 -0.304
H -3.384 0.379 0.360
H 2.444 -1.495 0.675
H -1.587 2.092 0.713
H -1.241 1.038 2.013
H 0.879 1.530 0.763
H -0.919 1.015 -1.748
H 0.895 1.389 -1.790
H -0.319 2.577 -1.353
H -0.853 -3.295 -0.629
H 0.801 -2.784 -0.260
H 3.760 0.049 0.616
H 2.689 1.336 -0.040
```